[1]
{"formula": "H24O12", "method": "ωB97M-V/def2-TZVPD", "relative_energy_kj_mol": 98.2, "total_energy_ha": -917.28796, "smiles": "O.O.O.O.O.O.O.O.O.O.O.O", "elements": ["O", "H", "H", "O", "H", "H", "O", "H", "H", "O", "H", "H", "O", "H", "H", "O", "H", "H", "O", "H", "H", "O", "H", "H", "O", "H", "H", "O", "H", "H", "O", "H", "H", "O", "H", "H"], "xyz": [[2.287, 1.183, -3.196], [2.231, 1.065, -4.144], [1.508, 0.746, -2.853], [-0.907, -2.096, 1.251], [-1.420, -2.173, 2.055], [-1.558, -2.085, 0.550], [3.254, -1.248, 0.186], [2.717, -1.941, -0.198], [4.140, -1.430, -0.126], [-1.310, 3.305, 0.190], [-1.845, 2.593, -0.161], [-1.418, 3.241, 1.139], [1.409, -0.185, 2.225], [2.093, -0.430, 1.603], [1.836, 0.430, 2.822], [0.123, 0.167, -0.517], [0.624, -0.404, 0.065], [0.589, 1.003, -0.491], [-1.477, 0.441, 2.843], [-1.474, 0.017, 3.701], [-0.675, 0.134, 2.420], [-2.875, -0.430, -1.985], [-2.641, 0.161, -1.269], [-3.429, -1.095, -1.576], [-2.959, 1.036, 0.466], [-3.723, 1.088, 1.041], [-2.227, 0.855, 1.056], [1.765, 2.293, 0.221], [1.495, 3.202, 0.092], [2.674, 2.268, -0.080], [-0.463, -0.662, -2.973], [-0.058, -0.647, -2.105], [-1.402, -0.721, -2.799], [1.323, -3.309, 0.436], [0.514, -2.822, 0.597], [1.277, -3.554, -0.488]], "atomic_forces_ev_per_a": [[0.4, 0.2, 0.2], [-0.1, 0.0, -0.2], [-0.5, -0.2, 0.0], [-0.2, 0.1, -0.1], [0.0, -0.1, 0.3], [-0.2, 0.2, -0.3], [0.2, 0.5, 0.1], [-0.4, -0.5, 0.2], [0.3, 0.1, 0.0], [0.5, 0.5, -0.2], [-0.3, -0.2, 0.0], [-0.1, 0.0, 0.2], [-0.6, 0.0, 0.5], [0.6, -0.3, -0.4], [0.1, 0.2, 0.1], [-0.6, -0.6, -0.1], [0.1, 0.0, 0.4], [0.5, 0.7, 0.2], [-0.5, 0.2, 0.1], [0.0, 0.0, 0.2], [0.9, -0.2, -0.3], [-0.5, -0.4, -0.4], [0.0, 0.4, 0.5], [-0.2, -0.1, 0.0], [-0.2, -0.1, -0.6], [-0.2, 0.1, 0.1], [0.3, -0.2, 0.5], [0.0, -0.1, 0.2], [-0.4, 0.3, -0.1], [0.3, -0.1, -0.2], [1.0, -0.4, -1.2], [-0.1, 0.2, 0.4], [-0.4, 0.1, 0.1], [0.9, -0.2, -0.5], [-0.6, 0.2, 0.5], [-0.1, -0.3, -0.3]]}

=====

[2]
{"formula": "H24O12", "method": "ωB97M-V/def2-TZVPD", "relative_energy_kj_mol": 84.5, "total_energy_ha": -917.29316, "smiles": "O.O.O.O.O.O.O.O.O.O.O.O", "elements": ["O", "H", "H", "O", "H", "H", "O", "H", "H", "O", "H", "H", "O", "H", "H", "O", "H", "H", "O", "H", "H", "O", "H", "H", "O", "H", "H", "O", "H", "H", "O", "H", "H", "O", "H", "H"], "xyz": [[-0.296, -0.173, -0.001], [0.637, -0.441, 0.000], [-0.265, 0.806, 0.040], [-2.161, -0.874, 1.911], [-1.502, -0.587, 1.241], [-2.810, -0.162, 1.943], [-2.852, -2.661, -0.712], [-3.777, -2.837, -0.518], [-2.697, -1.773, -0.351], [0.108, 4.445, -0.899], [0.101, 3.785, -0.171], [-0.400, 5.188, -0.560], [4.018, -0.271, 0.202], [4.641, -0.695, 0.803], [3.340, -0.947, 0.025], [2.159, 1.367, 1.526], [2.038, 0.680, 2.201], [2.860, 1.013, 0.939], [-0.324, 2.456, 0.907], [0.640, 2.296, 1.067], [-0.755, 2.133, 1.708], [-0.290, -2.911, -2.218], [-0.940, -2.475, -1.649], [-0.482, -3.849, -2.115], [1.634, -1.481, 2.682], [2.197, -2.254, 2.797], [1.371, -1.505, 1.749], [1.771, -1.955, -0.126], [0.880, -2.339, -0.070], [2.159, -2.383, -0.904], [-3.056, 0.268, -1.048], [-3.300, 0.092, -1.963], [-2.089, 0.301, -1.071], [-0.693, 2.219, -2.472], [-1.377, 2.579, -3.044], [-0.488, 2.944, -1.847]], "atomic_forces_ev_per_a": [[0.2, 0.3, -0.1], [-0.2, 0.2, -0.3], [-0.1, -0.3, 0.0], [0.2, 0.3, -0.2], [-0.3, -0.2, 0.4], [0.0, -0.1, -0.1], [0.3, 0.1, 0.0], [0.0, 0.0, 0.0], [-0.3, -0.1, 0.0], [0.2, -0.3, 0.3], [-0.3, 0.7, -0.3], [0.0, -0.1, 0.0], [-0.1, -0.3, -0.1], [0.0, 0.1, 0.0], [0.3, 0.4, 0.2], [0.0, -0.1, -0.1], [0.1, 0.0, -0.1], [-0.2, 0.1, 0.3], [0.7, -0.2, 0.2], [-0.3, -0.2, 0.3], [0.0, 0.2, 0.0], [0.4, 0.0, 0.4], [-0.2, -0.2, -0.3], [-0.2, 0.1, -0.1], [-0.1, 0.2, -0.2], [0.0, 0.0, 0.0], [0.2, -0.1, 0.6], [0.0, -0.6, -0.2], [0.2, -0.1, -0.4], [-0.3, 0.1, 0.0], [0.1, -0.1, 0.0], [0.0, 0.0, 0.0], [0.0, 0.2, -0.1], [0.0, 0.0, 0.3], [0.0, 0.0, 0.0], [-0.1, -0.1, -0.5]]}

=====

no.,Kohn-Sham gap (eV)
1,9.9638
2,10.7440